{
  "formula": "C13H41BrN2O8P",
  "method": "the ωB97M-V functional and the def2-TZVPD basis",
  "homo_lumo_gap_ev": 9.0,
  "e_tot_ev": -112822.941,
  "de_lowest_kcal_mol": 51.94,
  "charge": 1,
  "species": ["N", "P", "N", "C", "C", "C", "C", "C", "C", "O", "Br", "H", "H", "H", "H", "H", "H", "H", "H", "H", "H", "H", "H", "H", "C", "O", "H", "H", "H", "H", "C", "O", "H", "H", "H", "H", "C", "O", "H", "H", "H", "H", "C", "O", "H", "H", "H", "H", "C", "O", "H", "H", "H", "H", "C", "O", "H", "H", "H", "H", "C", "O", "H", "H", "H", "H"],
  "xyz": [[-1.307138, -2.172727, 1.201432], [-1.867880, -0.736019, 0.627884], [-0.433755, 0.166190, 0.041279], [-0.178356, -0.379972, -1.359310], [1.131416, 0.563482, -1.794543], [0.903110, 1.970560, -0.921984], [-0.418280, 1.678018, 0.058236], [-0.028672, 1.993464, 1.651211], [0.250591, 3.624290, 1.879731], [-0.537605, 4.542649, 1.271266], [1.828118, 4.069778, 3.053484], [-1.740021, -2.964673, 0.631176], [-2.567269, -0.069318, 1.707257], [-2.785552, -1.055741, -0.439369], [0.387950, -0.178728, 0.588068], [-1.107964, -0.377998, -2.103752], [0.164621, -1.492802, -1.110212], [1.170270, 0.681004, -2.958521], [2.035571, -0.123444, -1.427303], [0.807199, 2.801436, -1.742583], [1.921674, 2.064468, -0.316329], [-1.377100, 2.270090, -0.321139], [-0.962399, 1.668459, 2.284420], [0.931247, 1.412016, 2.005686], [-1.219619, 0.435199, 4.990057], [-0.034233, 0.653113, 4.247310], [-2.038417, 0.986849, 4.522291], [-1.457296, -0.631345, 4.994079], [-1.080384, 0.792352, 6.013330], [0.674064, 0.151688, 4.685805], [-1.646228, 3.428923, -4.018309], [-0.574245, 3.692456, -3.131910], [-1.775774, 2.347816, -4.107624], [-2.563784, 3.872234, -3.623861], [-1.419151, 3.848868, -5.001220], [-0.483260, 4.658689, -3.072708], [-1.420525, -3.105315, -4.389769], [-1.639599, -2.788203, -3.027512], [-0.471372, -2.667940, -4.708146], [-1.377541, -4.190561, -4.509849], [-2.230780, -2.692657, -4.995766], [-2.488198, -3.189195, -2.773594], [-5.611607, -2.704431, -3.077414], [-4.539625, -2.440898, -2.191015], [-5.741154, -3.785538, -3.166730], [-6.529165, -2.261120, -2.682966], [-5.384530, -2.284486, -4.060324], [-4.448638, -1.474665, -2.131813], [3.872667, 0.441672, 4.360605], [2.572342, 0.867345, 3.996933], [3.820866, -0.587087, 4.724645], [4.528480, 0.484300, 3.487612], [4.260112, 1.087033, 5.152708], [2.649939, 1.782627, 3.678141], [1.709835, -2.795656, 3.312257], [0.585941, -3.334103, 3.984000], [2.546819, -2.735830, 4.011851], [1.981884, -3.445320, 2.476823], [1.471401, -1.794014, 2.946341], [-0.140182, -3.375072, 3.338666], [4.823354, 0.491141, -2.488109], [4.675377, 0.017187, -1.162300], [4.076167, 0.009391, -3.123075], [4.672292, 1.573175, -2.508217], [5.822941, 0.245062, -2.854581], [5.351050, 0.461837, -0.622724]],
  "forces_ev_per_angstrom": [[-1.555, 1.584, -1.818], [-0.163, -5.465, 2.314], [-1.428, 0.589, -0.909], [1.756, -0.984, -1.310], [-0.985, -1.584, 0.591], [1.182, -1.250, -1.108], [2.640, 2.228, 0.534], [-0.380, 1.085, -0.353], [-4.997, 3.312, -3.945], [5.813, -6.300, 4.457], [-1.709, -0.164, -1.262], [0.900, 1.409, 0.866], [0.823, 0.530, -1.142], [0.594, 1.298, 0.305], [-0.789, 0.197, -0.022], [1.941, 0.174, 1.993], [-0.994, 2.292, -1.122], [-0.070, -0.040, 2.391], [-1.617, 2.048, -0.853], [-0.188, -1.393, 2.179], [-2.450, 0.191, -0.955], [1.922, -1.806, 0.871], [2.072, 0.878, -0.857], [-2.020, 1.016, -0.750], [0.106, -0.226, 0.156], [0.052, -0.268, 0.039], [0.071, 0.026, 0.036], [-0.214, 0.035, 0.142], [-0.291, -0.035, 0.018], [-0.071, 0.455, -0.435], [-0.148, 0.215, -0.168], [0.291, 0.434, 0.310], [0.101, 0.135, 0.043], [-0.124, -0.099, -0.198], [-0.230, -0.141, -0.063], [0.038, -0.513, 0.034], [-0.108, -0.145, -0.101], [-0.231, 0.081, 0.571], [-0.133, -0.058, 0.105], [0.068, 0.067, -0.247], [0.103, -0.081, -0.223], [0.235, 0.337, -0.004], [-0.364, 0.089, -0.259], [0.667, 0.482, 0.484], [0.100, 0.199, 0.100], [-0.085, -0.132, -0.190], [-0.205, -0.105, -0.076], [-0.080, -0.574, -0.106], [0.249, 0.090, -0.014], [-0.061, 0.226, -0.335], [-0.057, 0.183, -0.074], [0.209, -0.119, 0.139], [0.194, -0.161, 0.009], [-0.226, -0.428, 0.296], [-0.280, -0.140, -0.101], [-0.373, -0.016, -0.061], [-0.177, -0.061, -0.039], [0.240, 0.144, -0.072], [0.225, 0.145, -0.111], [0.296, 0.086, 0.299], [0.222, 0.145, -0.026], [0.051, 0.100, 0.629], [0.108, 0.009, 0.156], [0.026, 0.030, -0.280], [-0.104, 0.096, -0.240], [-0.386, -0.355, -0.237]]
}